{
  "formula": "C35H30N2O8S5TeZr",
  "method": "ωB97M-V with the def2-TZVPD basis set",
  "symbols": ["Zr", "S", "C", "C", "C", "C", "C", "C", "S", "C", "C", "C", "C", "C", "C", "C", "S", "C", "C", "C", "C", "C", "C", "S", "N", "H", "H", "H", "H", "H", "H", "H", "H", "H", "H", "H", "H", "H", "H", "H", "C", "Te", "C", "C", "C", "C", "C", "C", "C", "H", "H", "H", "H", "H", "H", "H", "H", "C", "S", "O", "O", "O", "H", "H", "H", "O", "C", "O", "C", "C", "C", "C", "C", "C", "N", "O", "O", "H", "H", "H", "H", "O"],
  "coordinates": [[0.342475, -0.585136, -0.343487], [0.223112, -4.080075, 0.072906], [-1.465632, -4.383910, 0.128338], [-1.970021, -5.683459, -0.124561], [-3.316453, -5.971155, -0.154720], [-4.268900, -4.977331, 0.064307], [-3.817587, -3.694062, 0.320410], [-2.455345, -3.389427, 0.371096], [-2.111180, -1.675090, 0.660224], [-1.793199, -1.704390, 2.440239], [-0.423089, -2.230655, 2.751452], [-0.189669, -2.990008, 3.892888], [1.097076, -3.426427, 4.125432], [2.065966, -3.191426, 3.167393], [1.744599, -2.443038, 2.042726], [2.844845, -2.384363, 0.985311], [2.615150, -1.716806, -0.695685], [2.594056, -2.957024, -1.950667], [3.753043, -3.646200, -2.306156], [3.828520, -4.402644, -3.453647], [2.716772, -4.438203, -4.293381], [1.581844, -3.716333, -3.982120], [1.472142, -2.953699, -2.807849], [0.007390, -2.009373, -2.581264], [0.556502, -1.843997, 1.946913], [-1.241779, -6.460592, -0.320496], [-3.637486, -6.987505, -0.362452], [-5.328938, -5.194033, 0.022239], [-4.526358, -2.886839, 0.467769], [-2.570319, -2.327049, 2.879884], [-1.901451, -0.682815, 2.803036], [-0.989768, -3.192723, 4.592908], [1.341531, -3.966116, 5.033222], [3.071354, -3.574306, 3.294172], [3.295503, -3.372339, 0.892283], [3.593611, -1.694158, 1.373482], [4.622295, -3.551830, -1.663338], [4.721030, -4.971807, -3.684353], [2.737669, -5.035103, -5.198994], [0.730075, -3.727023, -4.651506], [3.872713, 2.788944, -1.290919], [1.820511, 2.194228, -1.110033], [1.367316, 4.193238, -1.787299], [2.680678, 4.913568, -1.941922], [2.720536, 6.255144, -2.325978], [3.923062, 6.923114, -2.482625], [5.117279, 6.249713, -2.254509], [5.088857, 4.919227, -1.871993], [3.881256, 4.238694, -1.710128], [4.392309, 2.168088, -2.020041], [4.358319, 2.663593, -0.323597], [0.739050, 4.650129, -1.025036], [0.815071, 4.202978, -2.728140], [1.785495, 6.775295, -2.501710], [3.931102, 7.964993, -2.780710], [6.065270, 6.761143, -2.373226], [6.017680, 4.389290, -1.690703], [-1.943254, 1.971659, -3.537161], [-2.094775, 1.670003, -1.792655], [-1.941143, 2.951434, -1.137240], [-3.355392, 0.993177, -1.590846], [-0.925955, 0.779058, -1.551085], [-2.755174, 2.630668, -3.838461], [-2.005226, 1.015356, -4.052309], [-0.977349, 2.438722, -3.721623], [0.216154, 2.058461, 2.656048], [-0.761365, 1.616589, 2.067719], [-0.833871, 0.777880, 1.114462], [-2.144504, 2.116890, 2.521371], [-2.234799, 2.954760, 3.629199], [-3.459599, 3.426665, 4.062845], [-4.595903, 3.049002, 3.361563], [-4.536935, 2.226320, 2.247498], [-3.300220, 1.761366, 1.830210], [-5.899361, 3.544921, 3.814538], [-5.932218, 4.274111, 4.793699], [-6.894668, 3.209010, 3.198106], [-1.314140, 3.220316, 4.132218], [-3.551551, 4.075043, 4.921477], [-5.442332, 1.968667, 1.718627], [-3.212870, 1.139403, 0.948488], [1.770564, -0.002391, 0.667928]],
  "forces_ev_per_angstrom": [[-0.388, 0.265, 3.003], [-0.097, -0.532, -0.102], [-0.176, 0.313, -0.013], [0.015, 0.006, 0.021], [-0.013, -0.091, 0.027], [0.031, 0.080, 0.049], [-0.013, -0.089, -0.026], [-0.177, -0.292, -0.239], [-0.123, 0.060, -0.203], [0.044, -0.081, -0.172], [0.136, 0.681, 0.670], [-0.052, 0.065, -0.068], [0.135, -0.029, 0.101], [0.049, -0.005, 0.188], [0.063, 0.073, 0.073], [0.193, 0.338, 0.109], [0.068, -0.051, -0.493], [-0.011, -0.402, -0.205], [0.035, 0.149, 0.391], [-0.136, -0.265, -0.145], [-0.017, -0.053, 0.011], [-0.049, -0.113, -0.030], [0.056, 0.036, -0.047], [0.401, 0.233, -0.216], [0.066, -0.921, -1.157], [0.000, -0.002, 0.002], [0.019, 0.003, -0.012], [-0.001, 0.003, -0.001], [0.005, -0.011, 0.015], [0.045, -0.016, 0.134], [-0.024, 0.006, -0.075], [-0.057, -0.067, -0.089], [-0.010, -0.059, -0.040], [-0.037, -0.097, -0.088], [-0.089, -0.076, -0.005], [0.086, -0.116, 0.069], [0.000, -0.053, 0.040], [0.027, 0.064, -0.041], [0.013, 0.036, -0.016], [0.007, -0.012, 0.000], [0.003, 0.001, 0.029], [0.010, 0.893, 0.172], [0.115, -0.073, -0.334], [-0.018, 0.009, 0.013], [0.018, -0.009, 0.007], [-0.004, 0.007, -0.004], [0.014, 0.002, -0.002], [-0.015, -0.001, 0.006], [0.022, -0.003, -0.002], [0.004, 0.001, 0.001], [0.019, -0.012, -0.010], [-0.009, 0.009, -0.014], [-0.014, -0.007, 0.021], [-0.001, -0.001, 0.002], [0.002, -0.001, 0.001], [-0.001, -0.001, 0.000], [0.001, -0.001, 0.000], [-0.034, -0.037, -0.005], [0.057, 0.189, -0.051], [0.031, -0.006, -0.043], [-0.012, -0.010, 0.051], [0.203, -0.329, -0.029], [-0.003, 0.001, 0.005], [0.010, 0.002, -0.002], [-0.003, -0.014, 0.015], [-0.001, -0.045, 0.013], [-0.102, 0.118, 0.043], [-0.083, -0.354, -0.283], [-0.027, 0.055, -0.061], [0.032, -0.047, 0.024], [-0.013, 0.008, 0.023], [0.022, -0.018, -0.008], [-0.024, 0.016, 0.007], [0.085, 0.002, -0.020], [0.007, 0.006, 0.004], [-0.005, -0.001, 0.000], [-0.003, -0.005, 0.001], [-0.006, 0.012, -0.004], [0.002, -0.002, -0.002], [0.008, -0.001, -0.012], [-0.052, -0.003, 0.021], [-0.260, 0.669, -0.989]],
  "energy_ha": -4369.32153,
  "spin_multiplicity": 1,
  "largest_force_ha_per_bohr": 0.05911,
  "de_lowest_ev": 3.162,
  "homo_energy_ev": -1.71,
  "total_charge": -2
}